DFT (ωB97M-V with the def2-TZVPD basis set) results for a structure of composition C28H23BMoN3O8.

As for the spin multiplicity: 3. As for the molar mass: 636.26 g/mol. The total charge is +1. The energy relative to the best compared isomer or geometry (same formula, charge and spin) is 51.2 kJ/mol. The value obtained for the frontier orbital gap (alpha / beta) is 0.249 / 0.233 Eh.

CARTESIAN COORDINATES (ANGSTROEM)
Mo -0.211 -0.134 0.490
O 0.191 2.972 -1.516
C -0.427 2.026 -1.139
O -0.024 0.740 -1.257
C -1.751 2.130 -0.410
C -2.630 3.185 -0.675
C -3.848 3.159 -0.058
C -4.173 2.108 0.826
C -5.440 2.022 1.456
C -5.724 0.985 2.293
C -4.747 -0.004 2.550
C -3.515 0.055 1.968
C -3.210 1.108 1.081
N -2.003 1.153 0.438
H -2.327 3.962 -1.361
H -4.580 3.935 -0.243
H -6.173 2.792 1.253
H -6.694 0.914 2.765
H -4.984 -0.822 3.218
H -2.778 -0.710 2.173
O 0.346 0.935 2.207
C 1.483 0.986 2.743
C 2.665 0.329 2.334
C 3.820 0.549 3.122
C 4.997 -0.005 2.734
C 5.105 -0.773 1.563
C 4.003 -0.997 0.784
C 2.749 -0.463 1.152
O 1.726 -0.701 0.389
N 6.200 0.218 3.558
O 7.245 -0.231 3.142
O 6.056 0.826 4.598
H 1.553 1.632 3.622
H 3.777 1.150 4.021
H 6.072 -1.171 1.291
H 4.065 -1.578 -0.125
N -0.303 -2.488 2.881
C -0.370 -1.679 2.067
H -0.304 -3.212 3.574
C -6.054 -6.278 0.620
C -6.343 -5.457 -0.637
C -7.780 -4.925 -0.540
C -6.222 -6.373 -1.864
C -5.358 -4.298 -0.799
C -5.592 -3.337 -1.793
C -4.734 -2.271 -2.035
C -3.620 -2.199 -1.231
O -2.621 -1.239 -1.218
B -1.767 -1.628 -0.206
O -2.201 -2.792 0.411
C -3.372 -3.132 -0.254
C -4.213 -4.195 -0.007
H -6.806 -7.061 0.723
H -6.089 -5.661 1.521
H -5.082 -6.772 0.576
H -8.463 -5.748 -0.325
H -8.111 -4.463 -1.470
H -7.876 -4.187 0.259
H -6.884 -7.234 -1.760
H -5.201 -6.739 -1.982
H -6.497 -5.843 -2.777
H -6.473 -3.430 -2.412
H -4.926 -1.544 -2.812
H -3.980 -4.913 0.765

---

DFT (ωB97M-V with the def2-TZVPD basis set) results for a cluster of 2 separate species, C4H9NO in total.

As for the molar mass: 87.12 g/mol. The energy relative to the best compared isomer or geometry (same formula, charge and spin) is 826.5 kJ/mol. The value obtained for the frontier orbital gap is 0.116 Eh.

CARTESIAN COORDINATES (ANGSTROEM)
C -0.005 1.708 -2.574
N -0.281 -1.288 1.991
C -0.558 1.972 -1.289
C -0.078 1.093 -0.195
C 0.367 -2.533 1.601
O 0.071 2.483 -3.515
H 0.308 0.631 -2.572
H -1.134 2.885 -1.209
H 0.931 1.236 0.185
H -0.792 1.065 0.641
H -0.143 0.031 -0.513
H 0.160 -0.843 2.794
H -0.452 -2.890 2.256
H 0.160 -2.885 0.601
H 1.447 -2.664 1.799

---

DFT (ωB97M-V with the def2-TZVPD basis set) results for a structure of composition C29H49Cl3GdN3O3Si.

As for the spin multiplicity: 8. As for the molar mass: 779.42 g/mol. The energy relative to the best compared isomer or geometry (same formula, charge and spin) is 0.0 kJ/mol. The value obtained for the frontier orbital gap (alpha / beta) is 0.220 / 0.229 Eh.

CARTESIAN COORDINATES (ANGSTROEM)
C 2.424 3.533 -0.401
C 3.037 2.704 0.690
H 2.378 4.594 -0.139
H 1.403 3.189 -0.628
H 3.011 3.438 -1.330
C 3.572 3.185 1.823
C 3.689 4.634 2.175
H 3.980 2.491 2.565
H 3.189 5.287 1.447
H 4.743 4.949 2.235
H 3.253 4.836 3.164
Gd 0.020 -0.067 -0.658
Cl 1.504 -0.287 -2.715
Cl -1.225 2.047 -1.466
H -3.637 -4.265 -2.722
H -3.064 -3.227 -5.071
C -3.725 -3.233 -2.359
C -3.165 -2.255 -4.576
N -2.858 -2.370 -3.155
H -3.447 -3.177 -1.306
C -1.881 -1.663 -2.620
O -1.651 -1.582 -1.378
H -2.467 -1.539 -5.025
H -1.247 -1.111 -3.330
H -4.767 -2.918 -2.493
H -4.193 -1.900 -4.714
H 0.038 3.099 1.420
H 1.243 2.331 3.740
C -0.853 2.616 1.845
C 0.224 1.982 3.968
N -0.451 1.553 2.753
H -1.462 2.232 1.023
C -0.734 0.258 2.558
O -1.131 -0.232 1.464
H 0.281 1.133 4.655
H -0.582 -0.375 3.446
H -1.415 3.379 2.404
H -0.336 2.807 4.428
O 1.650 0.771 0.543
C 2.950 1.209 0.435
C 3.397 -0.184 2.513
C 3.853 0.330 1.300
H 2.393 0.084 2.851
C 4.195 -1.081 3.231
H 3.263 1.084 -0.615
C 5.115 -0.022 0.814
H 3.811 -1.503 4.161
C 5.463 -1.424 2.752
C 5.923 -0.888 1.547
H 5.434 0.386 -0.146
H 6.087 -2.117 3.318
H 6.908 -1.157 1.165
Si -3.770 4.588 -4.273
Cl -2.624 6.189 -3.611
C -4.936 4.182 -2.866
C -2.554 3.234 -4.696
C -4.715 5.148 -5.798
H -4.367 3.939 -1.961
H -5.569 3.323 -3.121
H -5.588 5.039 -2.651
H -5.384 5.985 -5.566
H -5.324 4.327 -6.200
H -4.024 5.474 -6.586
H -1.954 2.941 -3.824
H -1.881 3.585 -5.490
H -3.088 2.347 -5.060
C -0.787 -3.759 3.413
N -1.373 -4.360 2.187
C -2.852 -4.499 2.280
C -0.953 -3.611 0.930
C 0.534 -3.658 0.738
C 1.249 -4.850 1.037
C 2.643 -4.857 0.935
C 3.316 -3.723 0.469
C 2.572 -2.582 0.078
C 1.219 -2.566 0.262
H -1.078 -2.704 3.456
H 0.301 -3.855 3.380
H -1.188 -4.295 4.276
H -0.985 -5.310 2.094
H -3.299 -3.502 2.346
H -3.206 -5.014 1.383
H -3.089 -5.084 3.172
H -1.489 -4.081 0.092
H -1.321 -2.583 1.045
H 0.722 -5.767 1.333
H 3.201 -5.757 1.200
H 4.408 -3.711 0.388
H 3.090 -1.734 -0.371

---

DFT (ωB97M-V with the def2-TZVPD basis set) results for a cluster of 2 separate species, C14H16O in total.

As for the molar mass: 200.28 g/mol. As for the SMILES: Cc1ccc(O)cc1.Cc1ccccc1. The energy relative to the best compared isomer or geometry (same formula, charge and spin) is 82.9 kJ/mol. The value obtained for the frontier orbital gap is 0.335 Eh.

CARTESIAN COORDINATES (ANGSTROEM)
C 2.551 2.561 -1.865
C 2.007 1.775 -0.706
C 1.346 2.351 0.351
C 0.892 1.609 1.450
C 1.102 0.254 1.422
O 0.708 -0.454 2.531
C 1.793 -0.398 0.385
C 2.176 0.388 -0.676
H 2.298 2.087 -2.818
H 3.627 2.551 -1.863
H 2.173 3.569 -1.821
H 1.049 3.399 0.365
H 0.541 2.087 2.345
H 0.901 -1.382 2.392
H 1.889 -1.467 0.538
H 2.664 -0.007 -1.567
C -1.752 -3.301 0.618
C -1.944 -2.001 -0.133
C -0.965 -1.649 -1.053
C -0.836 -0.345 -1.556
C -1.734 0.595 -1.094
C -2.666 0.274 -0.115
C -2.855 -1.032 0.297
H -2.636 -3.852 0.938
H -1.269 -2.952 1.540
H -1.032 -3.992 0.189
H -0.328 -2.415 -1.482
H 0.117 -0.222 -2.040
H -1.724 1.601 -1.425
H -3.418 1.018 0.115
H -3.543 -1.340 1.078